i | # C2H8N2

A 2-piece molecular cluster, C2H8N2 overall (ωB97M-V/def2-TZVPD, the OMol25 dataset).

Geometry as XYZ:
```
12
Properties=species:S:1:pos:R:3:mulliken_charge:R:1
N 6.32587 0.01968 -3.09077 -0.77
H 5.57125 0.64840 -3.20107 0.25
H 6.74433 0.06284 -2.17546 0.24
H 6.23873 -0.97008 -3.17472 0.24
C -2.16904 -0.73172 1.49212 -0.32
C -3.36996 -0.19283 1.74084 -2.71
N -3.90337 0.80999 0.90193 -0.88
H -1.60971 -0.18877 0.80723 0.29
H -2.01795 -1.77290 1.76535 0.44
H -3.98584 -0.60303 2.46184 0.78
H -3.24213 1.55573 0.96475 0.43
H -4.58217 1.36269 1.50796 1.00
```

## Properties
Charge: -1
Spin multiplicity: 2
<S²>: 0.7504
Highest occupied orbital energy (spin up / spin down) in eV: 1.49 / -4.47

***

ii | # C2H8N2

An isolated ion of composition C2H8N2 and charge -1 (ωB97M-V/def2-TZVPD, the OMol25 dataset).

Geometry as XYZ:
```
12
Properties=species:S:1:pos:R:3:mulliken_charge:R:1
N -0.75795 0.23242 1.70635 -0.63
C -0.69716 0.31065 0.24551 -0.92
C 0.30805 -0.58662 -0.28850 -1.98
N 0.71208 -0.06921 -1.64566 -1.13
H 0.01449 0.39182 2.29305 0.33
H -1.21890 1.10699 1.89278 0.26
H -1.58139 -0.20674 -0.26803 0.27
H -0.67187 1.37504 -0.10698 0.28
H 0.06067 -1.60342 -0.31780 0.33
H 1.19659 -0.54478 0.32759 0.72
H 0.94119 -0.79346 -2.36013 0.84
H 1.69419 0.38731 -1.47817 0.63
```

## Properties
Charge: -1
Spin multiplicity: 2
<S²>: 0.7504
Highest occupied orbital energy (spin up / spin down) in eV: 1.49 / -4.82

***

Order from most stable to least stable according to the calculation: ii, i

***

i | # C4H21NO7

A 7-piece molecular cluster, C4H21NO7 overall (ωB97M-V/def2-TZVPD, the OMol25 dataset).

Geometry as XYZ:
```
33
Properties=species:S:1:pos:R:3:mulliken_charge:R:1
C -0.66601 2.08092 2.07793 -1.30
C -0.74362 1.22083 0.86699 0.61
N -0.23498 -0.02577 0.90436 0.31
C 0.53202 -0.64659 1.97013 -0.47
C -0.18488 -1.87667 2.56503 -1.08
O -1.14345 1.62296 -0.21391 -0.68
H -0.84305 1.57897 2.99356 0.42
H 0.23928 2.65590 2.02278 0.32
H -1.32205 2.91155 1.88480 0.36
H -0.28046 -0.47708 0.00910 -0.03
H 0.72479 0.08547 2.75183 0.39
H 1.53373 -0.88013 1.57642 0.14
H -0.63877 -2.38560 1.74886 0.27
H -0.96635 -1.55772 3.27568 0.26
H 0.57921 -2.50114 2.94630 0.44
H 3.65156 0.01890 -1.21674 0.28
H 3.07027 -1.14087 -0.52527 0.35
O 3.64708 -0.41457 -0.39410 -0.60
H 0.74560 -1.01080 -2.22723 0.29
H 1.41949 -2.25175 -1.72916 0.30
O 1.64106 -1.33668 -1.97205 -0.63
H -2.13054 2.28265 -3.18031 0.26
H -1.80877 1.43394 -1.84716 0.46
O -1.67966 1.50867 -2.78097 -0.67
H 1.55201 2.22545 -0.11632 0.30
H 2.94850 2.00566 0.26433 0.33
O 2.22111 2.65182 0.39107 -0.63
H -2.19744 -1.98488 -0.81795 0.28
H -3.59987 -1.40927 -1.08239 0.29
O -2.98623 -1.63270 -0.39538 -0.60
H -1.07175 -0.11796 -3.19853 0.37
H -1.07313 -1.57474 -3.65838 0.27
O -0.93468 -1.05878 -2.89333 -0.61
```

## Properties
Charge: 0
Highest occupied orbital energy in eV: -9.61
SMILES string: CCNC(C)=O.O.O.O.O.O.O

***

ii | # C4H21NO7

A 7-piece molecular cluster, C4H21NO7 overall (ωB97M-V/def2-TZVPD, the OMol25 dataset).

Geometry as XYZ:
```
33
Properties=species:S:1:pos:R:3:mulliken_charge:R:1
C -0.71548 0.88117 0.47381 -0.22
N -1.33269 0.55709 -0.70239 0.31
C -0.73457 -0.42057 -1.63304 -0.30
C -0.92961 -0.01333 -3.11102 -1.10
C -2.69921 0.97488 -0.93397 -1.25
O -1.26621 1.77429 1.12247 -0.64
H 0.20715 0.48815 0.88998 0.58
H 0.31817 -0.41609 -1.33229 0.19
H -1.12362 -1.41533 -1.46446 0.37
H -0.01766 0.41668 -3.52422 0.29
H -1.81292 0.61466 -3.27363 0.29
H -1.22813 -0.91555 -3.66165 0.34
H -2.81564 1.73088 -1.70584 0.32
H -3.18267 1.23107 0.00819 0.37
H -3.31958 0.09810 -1.16981 0.41
H 0.41222 -3.09640 0.35666 0.23
H 0.87054 -1.90480 1.07639 0.24
O 0.27630 -2.12888 0.35912 -0.44
H 2.65952 -2.20833 2.52310 0.37
H 1.18171 -2.01421 3.25254 0.31
O 2.02592 -1.63815 2.99409 -0.69
H 2.82349 -1.26468 0.83683 0.34
H 2.81267 -2.19639 -0.43492 0.32
O 3.12499 -2.08713 0.46168 -0.68
H -0.85679 -0.66086 3.48490 0.32
H -2.18089 -0.53601 2.60904 0.32
O -1.70702 -1.03437 3.28870 -0.63
H 2.99504 2.63050 1.00394 0.30
H 1.55243 3.21905 1.05646 0.31
O 2.08956 2.44837 1.24796 -0.60
H 1.22406 1.75468 -0.85660 0.32
H 0.24233 2.76421 -1.65549 0.32
O 1.10659 2.36734 -1.58653 -0.62
```

## Properties
Charge: 0
Highest occupied orbital energy in eV: -9.20
SMILES string: CCN(C)C=O.O.O.O.O.O.O

***

Order from most stable to least stable according to the calculation: i, ii

***

i | # C4H4ClNO2

An isolated molecule of C4H4ClNO2 (ωB97M-V/def2-TZVPD, the OMol25 dataset).

Geometry as XYZ:
```
12
Properties=species:S:1:pos:R:3:mulliken_charge:R:1
C -1.19945 -0.89890 1.58686 -0.60
C 0.17974 0.19644 0.08980 0.36
C 0.55739 0.27469 -1.36535 0.38
C 1.28536 1.55266 -1.63664 0.08
H -0.34612 -1.28467 2.15136 0.29
H -1.48694 0.07522 2.00284 0.29
H -2.03180 -1.59685 1.60811 0.23
H -0.38177 0.17227 -1.92457 0.31
N 1.85804 2.53658 -1.91349 -0.37
O -0.82000 -0.71438 0.24024 -0.29
O 0.71273 0.80222 1.01866 -0.52
Cl 1.67283 -1.11527 -1.85782 -0.15
```

## Properties
Charge: 0
Highest occupied orbital energy in eV: -11.42
SMILES string: COC(=O)[C@H](Cl)C#N

***

ii | # C4H4ClNO2

An isolated molecule of C4H4ClNO2 (ωB97M-V/def2-TZVPD, the OMol25 dataset).

Geometry as XYZ:
```
12
Properties=species:S:1:pos:R:3:mulliken_charge:R:1
C -1.01441 -0.62497 -0.01918 0.32
C 0.08083 -1.54584 -0.08774 -0.67
C 1.24816 -0.60176 -0.05855 0.40
C 0.83072 0.71085 -0.08638 -0.03
H -2.86064 -0.00778 0.14167 0.30
H 0.15678 -2.61345 -0.36855 0.35
H 1.03087 2.54636 0.34352 0.33
H -1.15080 1.50102 0.28937 0.26
N -0.55930 0.66313 0.00812 -0.07
O -2.36581 -0.84611 -0.03156 -0.49
O 1.65038 1.81882 -0.15829 -0.50
Cl 2.95323 -1.00027 0.02758 -0.21
```

## Properties
Charge: 0
Highest occupied orbital energy in eV: -7.63
SMILES string: Oc1cc(Cl)c(O)[nH]1

***

Order from most stable to least stable according to the calculation: i, ii